(1)
Density functional theory data (ωB97M-V with the def2-TZVPD basis set) for a structure of composition C39H83CdF13N8O11PS5.

The gap between HOMO and LUMO (spin up / spin down) is 6.302 / 2.364 eV. The charge is +4. The total energy is -6598.22544 hartree. The LUMO energy (spin up / spin down) is -10.8 / -14.7 eV. The strongest force on any atom is 9.88 eV Å⁻¹. The spin multiplicity is 2.

Each line ends with the Löwdin charge.
Positions of all 161 atoms, in Å:
Cd: -1.58 -3.49 -1.41  1.422
C: 0.87 0.25 -1.43  -0.580
F: 1.22 1.51 -1.13  0.119
F: 0.44 0.13 -2.70  0.109
F: 1.87 -0.68 -1.32  0.102
S: -0.55 -0.26 -0.24  0.588
O: -0.97 -1.62 -0.70  -0.436
O: 0.09 -0.26 1.13  -0.375
O: -1.59 0.73 -0.31  -0.283
C: -0.47 -3.21 6.89  -0.047
C: -0.53 -4.31 5.86  -0.121
N: 0.07 -3.88 4.58  0.034
C: -0.36 -2.90 3.66  0.143
C: 0.53 -2.83 2.61  0.082
N: 1.49 -3.73 2.84  -0.006
C: 1.30 -4.33 4.10  0.201
C: 2.80 -3.89 2.22  0.060
H: 0.42 -2.61 7.09  0.094
H: -0.77 -3.71 7.81  0.106
H: -1.28 -2.49 6.76  0.077
H: -1.51 -4.74 5.63  0.153
H: 0.14 -5.11 6.18  0.139
H: -1.41 -2.65 3.67  0.137
H: 0.46 -2.37 1.64  0.123
H: 2.00 -4.95 4.64  0.193
H: 3.02 -2.94 1.74  0.113
H: 2.70 -4.50 1.33  0.101
H: 3.55 -4.15 2.97  0.125
C: 5.60 5.42 2.95  -0.063
C: 5.42 3.88 3.31  -0.210
C: 3.92 3.49 3.46  -0.059
N: 3.67 2.23 2.51  -0.194
C: 3.78 2.67 1.03  0.046
C: 2.26 1.62 2.76  -0.097
C: 2.40 0.57 3.89  -0.147
C: 3.87 0.16 4.02  -0.125
C: 4.57 1.07 3.00  -0.094
H: 6.44 5.64 2.29  0.083
H: 5.61 6.04 3.85  0.086
H: 4.76 5.72 2.32  0.058
H: 5.74 3.97 4.35  0.109
H: 6.04 3.27 2.66  0.103
H: 3.33 4.28 3.01  0.119
H: 3.77 3.23 4.51  0.139
H: 3.67 1.91 0.25  0.095
H: 4.80 3.01 0.89  0.098
H: 3.16 3.54 0.82  0.110
H: 1.99 1.11 1.84  0.092
H: 1.50 2.37 2.94  0.125
H: 1.67 -0.23 3.76  0.090
H: 2.15 1.18 4.76  0.107
H: 4.08 -0.87 3.73  0.104
H: 4.32 0.25 5.01  0.125
H: 4.87 0.49 2.13  0.135
H: 5.52 1.38 3.44  0.127
C: -7.11 -0.34 3.78  -0.080
C: -6.03 0.68 3.48  -0.234
C: -4.69 0.13 4.07  -0.081
N: -3.49 1.06 3.68  -0.197
C: -3.55 1.36 2.13  0.036
C: -3.43 2.41 4.49  -0.036
C: -2.06 2.35 5.25  -0.118
C: -1.13 1.42 4.38  -0.148
C: -2.12 0.36 3.97  -0.121
H: -7.11 -0.51 4.86  0.086
H: -6.82 -1.27 3.30  0.085
H: -8.07 0.01 3.41  0.098
H: -6.32 1.64 3.89  0.117
H: -6.08 0.86 2.40  0.104
H: -4.36 -0.81 3.62  0.109
H: -4.73 -0.01 5.15  0.139
H: -2.63 1.93 1.98  0.075
H: -4.37 1.98 1.78  0.100
H: -3.66 0.37 1.69  0.097
H: -3.56 3.19 3.74  0.123
H: -4.23 2.50 5.22  0.133
H: -1.64 3.35 5.27  0.114
H: -2.01 2.10 6.31  0.122
H: -0.85 2.00 3.50  0.104
H: -0.29 1.02 4.95  0.108
H: -1.77 -0.11 3.05  0.097
H: -2.35 -0.31 4.80  0.127
C: -3.56 5.10 -6.23  -0.051
C: -2.54 5.16 -5.00  -0.172
C: -3.30 4.64 -3.75  -0.160
N: -2.53 4.32 -2.55  -0.248
C: -1.56 3.18 -2.98  0.051
C: -3.24 3.79 -1.28  -0.075
C: -2.29 4.05 -0.09  -0.144
C: -1.31 5.07 -0.67  -0.165
C: -1.81 5.59 -2.01  -0.041
H: -3.83 6.10 -6.58  0.081
H: -4.44 4.47 -6.08  0.075
H: -3.10 4.63 -7.11  0.075
H: -2.25 6.20 -4.87  0.107
H: -1.59 4.65 -5.14  0.089
H: -3.90 3.74 -3.88  0.142
H: -3.89 5.47 -3.37  0.141
H: -0.93 2.96 -2.12  0.077
H: -0.83 3.54 -3.69  0.097
H: -2.16 2.33 -3.33  0.128
H: -3.60 2.78 -1.45  0.132
H: -4.23 4.20 -1.08  0.138
H: -1.82 3.09 0.12  0.068
H: -2.79 4.22 0.87  0.112
H: -0.24 4.85 -0.69  0.112
H: -1.26 5.86 0.08  0.120
H: -1.03 5.77 -2.75  0.137
H: -2.51 6.41 -1.88  0.151
C: 4.32 -5.15 -5.71  -0.075
C: 3.46 -3.96 -5.19  -0.188
C: 3.73 -2.66 -6.06  -0.112
N: 3.33 -1.32 -5.43  -0.203
C: 1.79 -1.08 -5.35  0.068
C: 3.93 -0.18 -6.39  -0.073
C: 4.23 1.00 -5.47  -0.172
C: 3.98 0.61 -4.04  -0.150
C: 4.06 -0.96 -4.11  -0.064
H: 5.40 -5.00 -5.73  0.078
H: 4.03 -5.54 -6.69  0.083
H: 4.16 -5.99 -5.03  0.077
H: 3.76 -3.63 -4.20  0.083
H: 2.41 -4.25 -5.12  0.107
H: 3.20 -2.85 -7.00  0.137
H: 4.77 -2.54 -6.38  0.124
H: 1.35 -1.44 -6.29  0.121
H: 1.58 -0.03 -5.13  0.090
H: 1.49 -1.60 -4.45  0.086
H: 3.32 0.06 -7.26  0.139
H: 4.83 -0.52 -6.89  0.126
H: 3.67 1.87 -5.80  0.122
H: 5.27 1.23 -5.70  0.126
H: 3.02 1.08 -3.83  0.089
H: 4.55 1.01 -3.20  0.116
H: 3.59 -1.49 -3.28  0.109
H: 5.09 -1.30 -4.17  0.145
N: -2.51 -3.25 -3.10  -0.420
S: -2.72 -2.11 -4.14  0.470
O: -3.78 -1.19 -3.90  -0.238
O: -2.18 -2.18 -5.48  -0.228
F: -1.43 -1.20 -3.61  -0.283
S: -3.41 -4.32 -4.06  0.575
O: -2.63 -5.18 -4.92  -0.223
O: -4.75 -3.95 -4.44  -0.196
F: -3.60 -5.39 -2.87  -0.201
N: -2.57 -4.03 0.15  -0.390
S: -3.64 -3.15 0.81  0.413
O: -3.15 -2.27 1.82  -0.301
O: -5.06 -3.40 0.64  -0.176
F: -3.42 -2.12 -0.36  -0.240
S: -2.68 -5.24 1.43  0.657
O: -3.40 -6.49 1.24  -0.177
O: -2.50 -4.79 2.81  -0.284
F: -1.20 -5.75 1.11  -0.208
P: 0.94 -4.72 -1.32  0.200
F: 0.50 -3.55 -2.32  -0.189
F: 1.42 -5.45 -2.67  -0.122
F: 2.50 -4.29 -1.10  -0.147
F: 1.32 -6.05 -0.46  -0.125
F: 0.36 -3.90 -0.10  -0.184
F: -0.63 -5.39 -1.53  -0.242



(2)
Density functional theory data (ωB97M-V with the def2-TZVPD basis set) for a cluster of 8 separate species, C39H83F3N11O12P2 in total.

The gap between HOMO and LUMO is 5.435 eV. The charge is +1. The total energy is -4022.87771 hartree. The LUMO energy is -5.0 eV. The value obtained for the relative energy (zero: lowest compared OMol25 entry of this formula, charge and spin) is 713.1 kJ/mol. The strongest force on any atom is 6.12 eV Å⁻¹.

Each line ends with the Löwdin charge.
Positions of all 150 atoms, in Å:
C: 6.04 -2.04 -2.96  -0.045
C: 4.82 -0.96 -3.15  -0.245
O: 4.56 -0.43 -1.83  -0.158
C: 3.43 0.47 -1.80  -0.241
C: 4.21 1.90 -1.55  -0.059
C: 5.80 1.78 -1.49  -0.134
C: 6.52 3.23 -1.30  -0.389
C: 5.76 4.22 -0.30  -0.098
C: 6.87 3.92 -2.71  -0.088
C: 2.71 0.85 -3.22  0.049
N: 1.47 1.20 -2.87  -0.164
P: 0.50 1.71 -4.32  0.931
N: 1.36 3.01 -5.17  -0.132
O: 0.36 0.32 -5.33  -0.307
C: 0.97 1.14 -1.42  -0.296
P: -0.69 0.17 -1.76  0.825
N: -1.40 -0.37 -0.44  -0.250
N: 0.69 2.39 -0.70  0.051
C: -0.73 2.78 -0.58  -0.392
C: -1.57 3.63 -1.68  -0.011
O: -1.38 2.52 0.47  0.084
C: 1.41 3.59 -1.15  -0.362
C: 2.14 4.45 0.02  0.011
O: 1.47 4.08 -2.30  0.050
C: 2.16 0.14 -0.88  -0.158
O: 1.48 -1.12 -0.94  -0.169
C: 1.96 -2.08 -1.88  -0.225
C: 1.02 -3.41 -1.77  -0.035
C: 2.55 0.17 0.68  -0.295
F: 2.56 1.42 1.31  0.101
F: 1.56 -0.61 1.36  0.075
F: 3.79 -0.46 0.98  0.107
H: 6.34 -2.03 -1.84  0.099
H: 6.93 -1.82 -3.64  0.085
H: 5.60 -3.08 -3.14  0.089
H: 5.24 -0.18 -3.89  0.128
H: 3.97 -1.55 -3.62  0.110
H: 3.79 2.38 -0.61  0.091
H: 3.97 2.64 -2.42  0.131
H: 6.17 1.15 -0.59  0.139
H: 6.28 1.36 -2.45  0.123
H: 7.53 2.98 -0.79  0.138
H: 4.89 4.69 -0.91  0.076
H: 6.43 5.06 0.08  0.093
H: 5.26 3.71 0.59  0.079
H: 7.01 5.04 -2.52  0.090
H: 5.97 3.76 -3.40  0.072
H: 7.79 3.40 -3.13  0.088
H: 3.15 0.87 -4.26  0.162
H: 2.38 2.92 -5.08  0.034
H: 1.06 2.93 -6.16  0.062
H: 1.29 0.10 -5.57  0.046
H: -0.38 -0.90 -2.69  0.022
H: -1.62 1.01 -2.49  0.027
H: -1.47 -1.40 -0.45  -0.008
H: -1.76 4.67 -1.25  0.110
H: -1.02 3.69 -2.69  0.053
H: -2.58 3.13 -1.92  0.085
H: 2.88 3.84 0.63  0.063
H: 2.65 5.38 -0.42  0.095
H: 1.32 4.78 0.76  0.113
H: 3.03 -2.46 -1.63  0.145
H: 1.91 -1.78 -2.99  0.107
H: 0.13 -3.24 -2.47  0.064
H: 0.74 -3.63 -0.69  0.098
H: 1.65 -4.26 -2.24  0.102
C: -5.53 2.72 -1.21  -0.017
C: -6.34 3.46 -2.23  -0.558
O: -6.12 3.36 -3.44  0.010
N: -7.34 4.27 -1.80  0.009
C: -7.76 4.53 -0.43  -0.085
H: -4.77 2.12 -1.71  0.067
H: -5.03 3.43 -0.54  0.081
H: -6.18 2.05 -0.63  0.091
H: -7.84 4.73 -2.55  0.142
H: -8.81 4.23 -0.34  0.067
H: -7.67 5.60 -0.25  0.081
H: -7.16 3.98 0.29  0.074
C: 0.42 -5.12 -6.46  -0.002
C: 1.32 -3.94 -6.19  -0.550
O: 2.54 -4.01 -6.26  0.026
N: 0.73 -2.76 -5.85  0.000
C: -0.68 -2.46 -5.72  -0.083
H: 1.04 -5.98 -6.72  0.091
H: -0.16 -5.36 -5.58  0.089
H: -0.23 -4.90 -7.31  0.090
H: 1.39 -2.02 -5.69  0.096
H: -0.93 -1.66 -6.41  0.080
H: -0.86 -2.11 -4.69  0.053
H: -1.31 -3.32 -5.92  0.086
C: -10.66 5.23 3.73  -0.006
C: -10.18 5.36 2.32  -0.546
O: -9.75 4.41 1.68  0.003
N: -10.23 6.60 1.74  0.006
C: -10.69 7.84 2.32  -0.072
H: -10.55 4.19 4.05  0.092
H: -10.05 5.86 4.39  0.059
H: -11.71 5.51 3.80  0.089
H: -9.89 6.61 0.79  0.132
H: -11.52 8.22 1.71  0.084
H: -9.87 8.56 2.30  0.083
H: -11.03 7.71 3.34  0.081
C: 0.38 -3.71 4.68  -0.017
C: -1.06 -3.29 4.85  -0.554
O: -1.83 -3.89 5.58  0.030
N: -1.49 -2.20 4.16  0.004
C: -0.73 -1.36 3.25  -0.085
H: 0.57 -4.59 5.28  0.084
H: 0.57 -3.96 3.63  0.073
H: 1.04 -2.91 5.01  0.087
H: -2.46 -1.97 4.32  0.142
H: -0.75 -0.33 3.64  0.087
H: -1.22 -1.38 2.28  0.067
H: 0.30 -1.69 3.15  0.056
C: -6.89 5.82 3.71  -0.001
C: -7.18 5.47 5.14  -0.536
O: -8.19 5.86 5.72  0.020
N: -6.27 4.71 5.81  0.005
C: -5.02 4.16 5.32  -0.078
H: -7.70 6.44 3.32  0.073
H: -5.96 6.39 3.64  0.087
H: -6.82 4.92 3.11  0.084
H: -6.53 4.52 6.77  0.144
H: -5.07 3.07 5.41  0.084
H: -4.21 4.54 5.94  0.083
H: -4.84 4.43 4.28  0.073
C: 0.49 -8.51 1.70  -0.009
C: 1.24 -7.42 0.97  -0.558
O: 1.06 -7.19 -0.22  0.003
N: 2.13 -6.69 1.68  0.004
C: 2.48 -6.79 3.09  -0.058
H: -0.19 -9.01 1.00  0.085
H: 1.19 -9.25 2.09  0.087
H: -0.11 -8.08 2.51  0.087
H: 2.59 -5.98 1.13  0.131
H: 2.26 -5.84 3.57  0.071
H: 3.55 -7.00 3.16  0.051
H: 1.93 -7.58 3.59  0.087
C: 6.59 -7.32 2.69  -0.010
C: 6.31 -7.68 4.13  -0.546
O: 5.30 -7.32 4.71  0.017
N: 7.23 -8.44 4.78  0.004
C: 8.48 -8.97 4.27  -0.075
H: 5.76 -6.71 2.31  0.071
H: 7.51 -6.74 2.62  0.087
H: 6.66 -8.22 2.08  0.089
H: 6.98 -8.65 5.74  0.144
H: 8.46 -10.06 4.36  0.086
H: 9.29 -8.58 4.89  0.085
H: 8.66 -8.69 3.23  0.074